No. 1
Entry from the Open Molecules 2025 dataset: C10H24B2Cl8NO7S2 as an isolated structure (ωB97M-V/def2-TZVPD).

Last column: Mulliken charge in e.
Atoms and positions in Å:
C 0.204 -0.798 -1.212  0.054
C -0.480 -2.223 -1.070  -0.510
B -0.902 -2.577 0.437  0.165
O -2.232 -2.539 0.879  -0.347
S 0.516 -3.104 1.591  0.906
O 0.139 -2.721 2.989  -0.779
O 0.679 -4.576 1.374  -0.684
N 1.830 -2.155 1.129  -0.259
S 3.307 -2.896 1.472  0.840
O 4.302 -1.786 1.715  -0.677
O 3.283 -3.872 2.587  -0.642
B 3.864 -3.676 -0.169  0.617
O 3.506 -5.018 -0.387  -0.547
O 4.571 -2.910 -1.120  -0.564
H 0.346 -0.405 -0.184  -0.071
H -0.347 -0.095 -1.854  0.517
H 1.244 -0.974 -1.577  -0.342
H -1.320 -2.312 -1.785  0.298
H 0.276 -2.996 -1.343  0.143
H -2.473 -3.362 1.313  0.272
H 2.545 -5.000 -0.487  0.324
H 3.923 -2.304 -1.495  0.297
Cl 2.377 0.658 -2.524  -0.161
C 3.495 2.045 -2.534  -0.486
C 3.251 2.967 -1.363  -0.447
Cl 1.692 3.818 -1.503  -0.111
H 3.383 2.566 -3.484  0.328
H 4.507 1.642 -2.483  0.306
H 4.030 3.729 -1.324  0.349
H 3.256 2.424 -0.419  0.191
Cl -4.798 -3.515 -1.725  -0.193
C -5.429 -2.320 -0.564  -0.258
C -5.797 -1.015 -1.233  -0.497
Cl -4.362 -0.141 -1.814  -0.126
H -4.677 -2.172 0.210  0.157
H -6.314 -2.761 -0.105  0.333
H -6.299 -0.363 -0.519  0.279
H -6.465 -1.173 -2.079  0.323
Cl -1.525 2.942 -1.270  -0.103
C -2.149 4.147 -0.120  -0.539
C -2.500 5.452 -0.796  -0.471
Cl -1.056 6.319 -1.379  -0.190
H -1.401 4.285 0.659  0.308
H -3.041 3.716 0.336  0.354
H -2.999 6.112 -0.086  0.339
H -3.164 5.297 -1.644  0.302
Cl 2.520 0.213 2.601  -0.003
C 1.906 1.756 3.234  -0.618
C 0.397 1.792 3.222  -0.529
Cl -0.234 1.850 1.557  -0.086
H 2.329 2.566 2.640  0.292
H 2.274 1.855 4.256  0.288
H 0.037 2.687 3.733  0.337
H -0.027 0.921 3.719  0.324

Computed properties:
Multiplicity: 1
HOMO level: -5.5169 eV
Total energy: -149788.6324 eV
Total charge: -1
Kohn-Sham gap: 0.2821 Eh


No. 2
Entry from the Open Molecules 2025 dataset: C10H24Cu2O14 as an isolated structure (ωB97M-V/def2-TZVPD).

Last column: Mulliken charge in e.
Atoms and positions in Å:
Cu 1.149 -1.341 -0.475  0.538
Cu 3.754 -0.083 -0.497  0.197
C 1.915 0.348 -2.467  0.737
O 3.144 0.354 -2.789  -0.815
O 0.963 -0.089 -3.207  -0.797
O 1.624 0.685 -1.212  -0.698
C 3.683 -2.851 -0.781  0.703
O 4.333 -3.900 -1.019  -0.817
O 4.005 -2.098 0.267  -0.869
O 2.652 -2.497 -1.497  -0.628
C -1.246 2.510 -1.501  0.046
C -1.365 1.891 -0.125  -0.521
O -0.101 1.762 0.484  -0.490
O -0.834 3.883 -1.403  -0.638
H -2.215 2.490 -2.010  0.177
H -0.536 1.958 -2.125  0.072
H -1.920 0.945 -0.169  0.110
H -1.956 2.579 0.497  0.396
H 0.482 1.291 -0.173  0.337
H -0.346 3.925 -0.572  0.353
C 2.187 1.348 2.905  -0.466
C 2.593 -0.099 2.789  -0.784
O 2.517 -0.492 1.447  0.047
O 0.757 1.532 2.981  -0.531
H 2.563 1.882 2.026  0.234
H 2.573 1.813 3.814  0.402
H 1.968 -0.745 3.427  0.319
H 3.610 -0.237 3.189  0.412
H 3.171 -1.241 1.227  0.446
H 0.429 1.396 2.071  0.493
C -2.213 -0.391 2.603  -0.249
C -1.564 -1.467 1.763  -0.517
O -0.241 -1.162 1.459  -0.071
O -1.399 -0.221 3.783  -0.581
H -3.178 -0.776 2.947  0.363
H -2.342 0.561 2.092  0.100
H -2.174 -1.619 0.871  0.244
H -1.596 -2.378 2.377  0.335
H 0.281 -1.096 2.265  0.050
H -1.048 0.675 3.773  0.355
C -1.780 -1.125 -2.772  0.197
C -3.269 -1.395 -2.758  -0.556
O -3.989 -0.201 -2.479  -0.551
O -1.553 -0.172 -3.789  -0.682
H -1.203 -2.048 -2.898  0.513
H -1.393 -0.621 -1.871  -0.444
H -3.412 -2.123 -1.956  0.374
H -3.499 -1.771 -3.760  0.264
H -3.417 0.474 -2.877  0.335
H -0.567 -0.064 -3.878  0.558

Computed properties:
Relative energy (zero: lowest compared OMol25 entry of this formula, charge and spin): 0.0 kJ/mol
Multiplicity: 1
HOMO level: -1.2636 eV
Total energy: -128704.4543 eV
Total charge: -2
Kohn-Sham gap: 0.2149 Eh


No. 3
Entry from the Open Molecules 2025 dataset: a 2-piece molecular cluster, C10H24IO4P overall (ωB97M-V/def2-TZVPD).

Last column: Mulliken charge in e.
Atoms and positions in Å:
C 3.707 -3.966 -1.491  -1.123
C 2.868 -3.699 -2.740  -0.771
C 1.767 -2.666 -2.518  0.546
C 2.276 -1.342 -1.942  -1.346
O 0.796 -3.318 -1.657  -0.224
P -0.544 -2.561 -1.332  0.803
O -0.475 -1.471 -0.359  -0.475
O -1.485 -3.753 -0.847  -0.534
O -1.176 -2.040 -2.703  -0.565
I -1.542 -3.474 -4.068  0.283
H 3.067 -3.939 -0.612  0.292
H 4.475 -3.210 -1.351  0.314
H 4.176 -4.943 -1.522  0.347
H 3.474 -3.400 -3.590  0.408
H 2.362 -4.629 -3.002  0.355
H 1.318 -2.460 -3.488  0.290
H 2.016 -1.218 -0.896  0.295
H 3.355 -1.265 -2.032  0.387
H 1.845 -0.504 -2.486  0.368
H -1.872 -3.454 -0.021  0.336
C -1.545 5.300 1.873  -1.200
C -2.198 4.134 2.611  -0.342
C -1.203 3.064 3.058  -0.724
C -0.446 2.375 1.921  -0.751
C -1.328 1.701 0.872  -0.223
C -2.193 0.579 1.435  -1.165
H -1.056 4.972 0.955  0.283
H -2.288 6.050 1.597  0.377
H -0.796 5.786 2.501  0.296
H -2.970 3.688 1.979  0.236
H -2.713 4.518 3.495  0.375
H -1.734 2.313 3.650  0.299
H -0.474 3.519 3.736  0.386
H 0.221 1.623 2.355  0.352
H 0.205 3.100 1.424  0.338
H -0.686 1.282 0.095  0.259
H -1.964 2.444 0.381  0.275
H -1.570 -0.193 1.888  0.223
H -2.775 0.111 0.641  0.327
H -2.894 0.944 2.189  0.393

Computed properties:
Multiplicity: 1
HOMO level: -10.2838 eV
Total energy: -36341.4445 eV
Kohn-Sham gap: 0.3240 Eh


No. 4
Entry from the Open Molecules 2025 dataset: a 2-piece molecular cluster, C10H24N2O5 overall (ωB97M-V/def2-TZVPD).

Last column: Mulliken charge in e.
Atoms and positions in Å:
C 2.902 0.040 2.462  -0.808
C 2.880 1.047 1.131  0.230
O 2.341 2.363 1.584  -0.546
C 1.787 0.403 0.093  0.551
N 1.922 0.850 -1.345  -0.379
C 0.590 1.153 -1.995  -0.074
C -0.363 -0.152 -2.274  0.051
O 0.325 -1.451 -2.228  -0.379
C -0.128 -2.288 -1.106  -0.001
O -1.389 -3.010 -1.335  -0.290
C -2.528 -2.388 -0.641  0.446
O -3.616 -2.108 -1.410  -0.539
C -2.633 -2.042 0.958  -0.417
C -2.523 -0.401 1.098  0.480
C -2.483 0.149 2.644  -0.683
N -1.043 0.321 3.167  -0.539
H 3.565 -0.909 2.248  0.313
H 3.309 0.649 3.401  0.298
H 1.820 -0.379 2.725  0.037
H 3.974 1.111 0.722  0.287
H 1.340 2.247 1.598  0.358
H 0.656 0.519 0.459  -0.810
H 1.980 -0.775 0.094  0.150
H 2.516 0.209 -1.919  0.285
H -0.071 1.929 -1.376  0.221
H 0.791 1.701 -3.037  -0.087
H -1.307 -0.064 -1.586  -0.065
H -0.767 -0.033 -3.391  0.338
H -0.097 -1.641 -0.131  0.027
H 0.710 -3.126 -0.963  0.245
H -1.670 -2.517 1.477  0.199
H -3.588 -2.451 1.496  0.408
H -1.525 -0.007 0.582  -0.584
H -3.445 0.085 0.552  0.333
H -3.110 -0.522 3.393  0.298
H -2.960 1.239 2.725  0.262
H -0.593 -0.608 3.324  0.286
H -0.484 0.923 2.513  0.117
O 0.762 3.159 -4.935  -0.625
H 1.510 2.760 -5.402  0.305
H 0.645 4.017 -5.371  0.300

Computed properties:
Relative energy (zero: lowest compared OMol25 entry of this formula, charge and spin): 546.7 kJ/mol
Multiplicity: 1
HOMO level: -8.8122 eV
Total energy: -23970.1390 eV
Kohn-Sham gap: 0.3402 Eh


No. 5
Entry from the Open Molecules 2025 dataset: C10H25AgGeO as an isolated structure (ωB97M-V/def2-TZVPD).

Last column: Mulliken charge in e.
Atoms and positions in Å:
Ag 2.218 1.626 -0.797  0.276
C 1.907 5.872 -2.072  -1.292
C 1.242 4.614 -1.574  0.056
O 2.116 3.885 -0.653  -0.457
H 1.273 6.357 -2.813  0.341
H 2.865 5.647 -2.542  0.360
H 2.069 6.575 -1.252  0.402
H 1.022 3.932 -2.395  0.235
H 0.314 4.841 -1.047  0.269
H 2.633 4.535 -0.163  0.255
C 1.655 -3.285 1.542  -1.146
C 2.174 -1.926 1.068  -0.210
C 1.688 -0.753 1.920  -0.504
C 0.174 -0.661 1.964  -0.744
Ge -0.577 -0.358 0.198  0.613
C -2.339 0.091 -0.460  -0.803
C -3.143 -1.156 -0.144  -0.517
C -2.477 -2.362 -0.795  0.220
C -3.094 -3.697 -0.424  -1.481
H 2.228 -4.087 1.079  0.387
H 0.605 -3.447 1.289  0.229
H 1.773 -3.389 2.622  0.330
H 1.859 -1.758 0.022  0.173
H 3.263 -1.937 1.081  0.367
H 2.111 0.189 1.554  0.137
H 2.050 -0.882 2.943  0.403
H -0.200 0.213 2.517  0.532
H -0.290 -1.567 2.357  0.509
H 0.800 0.619 -0.591  -0.035
H -2.246 0.298 -1.525  0.423
H -2.636 1.004 0.067  0.509
H -4.156 -1.033 -0.537  0.421
H -3.252 -1.306 0.933  0.315
H -1.382 -2.343 -0.466  -0.047
H -2.466 -2.242 -1.880  0.319
H -3.105 -3.856 0.654  0.372
H -2.554 -4.519 -0.891  0.396
H -4.121 -3.734 -0.788  0.385

Computed properties:
Multiplicity: 1
HOMO level: -17.2400 eV
Total energy: -73319.5269 eV
Total charge: +2
Kohn-Sham gap: 0.2975 Eh


No. 6
Entry from the Open Molecules 2025 dataset: C10H25BF4InN6SSi as an isolated structure (ωB97M-V/def2-TZVPD).

Last column: Mulliken charge in e.
Atoms and positions in Å:
In -2.093 1.093 0.087  0.674
C -6.609 -3.050 -0.413  -1.011
N -5.218 -2.697 -0.195  -0.131
C -4.773 -1.859 0.737  0.452
N -5.666 -1.217 1.502  -0.348
S -3.115 -1.625 0.960  -0.445
H -6.669 -3.683 -1.293  0.343
H -7.212 -2.158 -0.594  0.339
H -7.024 -3.594 0.439  0.343
H -4.512 -3.174 -0.729  0.244
H -6.641 -1.470 1.500  0.198
H -5.329 -0.641 2.251  0.229
C 1.707 -3.103 -0.217  -1.276
C 2.722 -2.942 0.913  0.806
C 3.909 -2.086 0.482  -1.392
C 2.066 -2.392 2.190  -1.200
N 1.433 -1.103 1.978  0.759
C 0.148 -0.831 1.728  -0.020
N 0.016 0.473 1.615  -0.239
N 1.245 0.985 1.794  -0.220
N 2.094 0.057 2.015  -0.614
H 2.174 -3.630 -1.048  0.445
H 1.352 -2.140 -0.589  0.140
H 0.845 -3.689 0.110  0.348
H 3.093 -3.935 1.184  0.337
H 3.592 -1.098 0.148  0.202
H 4.431 -2.568 -0.344  0.432
H 4.618 -1.957 1.300  0.379
H 2.820 -2.264 2.965  0.379
H 1.292 -3.077 2.535  0.396
H -0.637 -1.559 1.624  0.300
C 1.018 4.971 -2.482  -0.991
Si 1.846 4.009 -1.122  0.685
C 3.418 3.131 -1.575  -0.957
C 1.427 4.255 0.666  -0.843
H 1.653 5.782 -2.845  0.385
H 0.071 5.400 -2.158  0.332
H 0.812 4.307 -3.323  0.323
H 4.209 3.851 -1.799  0.394
H 3.264 2.520 -2.465  0.323
H 3.766 2.481 -0.772  0.316
H 2.162 4.889 1.167  0.374
H 1.404 3.292 1.178  0.253
H 0.445 4.714 0.776  0.310
F 1.134 1.646 -2.903  -0.325
B 0.104 1.428 -2.029  0.383
F -1.155 1.385 -2.610  -0.286
F 0.283 0.285 -1.238  -0.238
F 0.079 2.587 -1.103  -0.287

Computed properties:
Relative energy (zero: lowest compared OMol25 entry of this formula, charge and spin): 69.3 kJ/mol
Multiplicity: 1
HOMO level: -11.1260 eV
Total energy: -55151.1357 eV
Total charge: +1
Kohn-Sham gap: 0.3235 Eh


No. 7
Entry from the Open Molecules 2025 dataset: a 4-piece molecular cluster, C10H25BN4O9P overall (ωB97M-V/def2-TZVPD).

Last column: Mulliken charge in e.
Atoms and positions in Å:
C 3.944 1.614 -0.672  -0.873
C 3.122 2.341 -1.839  -0.470
B 1.588 2.729 -1.466  0.643
O 0.790 3.396 -2.509  -0.579
C 0.870 2.393 -0.039  -0.595
C 0.787 0.786 0.003  -0.189
C -0.614 0.164 0.423  -0.072
C -1.703 -0.007 -0.731  -0.621
C -1.156 -0.002 -2.219  0.459
O -1.664 0.813 -3.037  -0.584
O -0.132 -0.847 -2.738  -0.561
P -0.787 3.243 -0.142  0.288
N -1.646 3.247 1.235  -0.916
H 3.752 0.485 -0.728  0.175
H 3.661 2.000 0.362  0.210
H 5.068 1.743 -0.886  0.324
H 3.633 3.308 -2.187  0.258
H 3.091 1.606 -2.733  0.244
H 0.837 2.779 -3.271  0.261
H 1.545 0.452 0.812  0.263
H 1.224 0.364 -0.979  -0.124
H -0.393 -0.895 0.830  0.368
H -1.063 0.722 1.321  -0.102
H -2.359 -0.946 -0.594  0.388
H -2.436 0.872 -0.645  0.168
H 0.589 -0.242 -3.029  0.389
H -1.517 2.690 -1.266  -0.010
H -0.521 4.621 -0.488  0.016
H -2.542 2.791 0.986  0.240
C -0.453 1.160 4.506  -0.711
N -0.915 -0.228 4.239  0.966
O -1.473 -0.431 3.179  -0.532
O -0.700 -1.064 5.106  -0.615
H -0.712 1.788 3.652  0.264
H -0.958 1.506 5.407  0.283
H 0.627 1.125 4.646  0.281
C -1.379 -2.109 -5.248  -0.515
N -1.092 -2.095 -6.706  0.860
O -0.616 -3.108 -7.195  -0.551
O -1.352 -1.069 -7.310  -0.528
H -1.099 -3.080 -4.844  0.311
H -0.792 -1.317 -4.789  0.203
H -2.447 -1.932 -5.122  0.273
C -0.713 -3.979 5.004  -0.635
N 0.061 -5.122 5.555  0.866
O -0.197 -5.479 6.693  -0.534
O 0.900 -5.623 4.827  -0.530
H -1.418 -3.636 5.757  0.292
H -0.004 -3.192 4.755  0.279
H -1.237 -4.334 4.117  0.273

Computed properties:
Relative energy (zero: lowest compared OMol25 entry of this formula, charge and spin): 177.6 kJ/mol
Multiplicity: 1
HOMO level: -3.4121 eV
Total energy: -45119.0825 eV
Total charge: -1
Kohn-Sham gap: 0.1992 Eh


No. 8
Entry from the Open Molecules 2025 dataset: a 2-piece molecular cluster, C10H25Cl2N4O2 overall (ωB97M-V/def2-TZVPD).

Last column: Mulliken charge in e.
Atoms and positions in Å:
C -4.926 -0.122 2.485  -1.029
C -3.337 -0.133 2.583  0.508
Cl -2.539 -1.736 2.163  -0.161
C -2.553 0.984 2.968  -0.300
Cl -3.388 2.552 3.431  -0.088
N -1.069 0.967 3.058  0.484
N -0.449 1.966 2.237  -0.753
C -0.583 1.213 4.473  -0.316
N -0.156 -0.002 5.209  -0.525
H -5.253 -0.349 1.408  0.302
H -5.410 0.805 2.920  0.364
H -5.298 -1.010 3.118  0.320
H -0.646 0.068 2.735  0.441
H -1.162 2.520 1.740  0.346
H 0.072 1.467 1.488  0.310
H -1.311 1.776 5.136  0.301
H 0.347 1.882 4.386  0.278
H -0.841 -0.283 5.924  0.292
H -0.018 -0.818 4.600  0.255
C 1.918 -3.103 -3.680  -0.716
O 2.808 -2.000 -3.591  -0.343
C 2.515 -0.966 -4.532  -0.809
C 2.034 0.289 -3.806  -0.187
N 0.701 0.088 -3.234  -0.313
C 0.285 1.158 -2.328  -0.839
C 1.086 1.330 -1.029  -0.392
O 0.945 0.240 -0.116  -0.418
C 1.851 -0.835 -0.333  -0.741
H 2.287 -3.889 -3.020  0.239
H 0.913 -2.821 -3.351  0.301
H 1.882 -3.495 -4.700  0.348
H 1.796 -1.289 -5.291  0.406
H 3.453 -0.732 -5.045  0.399
H 2.001 1.125 -4.512  0.382
H 2.767 0.524 -3.026  0.171
H 0.692 -0.787 -2.720  0.055
H -0.755 0.947 -2.055  0.392
H 0.279 2.106 -2.876  0.419
H 0.675 2.205 -0.512  0.417
H 2.141 1.557 -1.208  0.314
H 2.809 -0.499 -0.736  0.327
H 1.403 -1.582 -0.991  0.245
H 2.035 -1.320 0.628  0.313

Computed properties:
Multiplicity: 1
HOMO level: -11.1533 eV
Total energy: -45865.1530 eV
Total charge: +1
Kohn-Sham gap: 0.2884 Eh


Q: Look up the Kohn-Sham gap of the fifth one.
A: 0.2975 Eh


Q: Which of these has the lowest Kohn-Sham gap?
A: C10H25BN4O9P


Q: Which value of HOMO level does entry 6 give?
A: -11.1260 eV